86
Properties=species:S:1:pos:R:3:lowdin_charge:R:1 method="wB97M-V/def2-TZVPD" charge=+2 orbital_gap_ev=5.60 max_force_ev_per_a=0.2
Rh -0.1967 1.6383 1.2917 1.237
C 2.4860 0.7952 1.5281 -0.029
N 1.6998 1.5766 0.5410 -0.347
C 1.8264 0.9623 -0.8043 -0.029
C 2.1852 2.9875 0.4627 -0.137
C 1.7130 3.7487 1.6745 -0.147
N 0.2286 3.6316 1.7676 -0.356
C -0.2095 3.8688 3.1646 -0.037
C -0.4086 4.6380 0.8826 -0.029
H 3.5521 0.8885 1.3102 0.099
H 2.2009 -0.2523 1.4618 0.090
H 2.3037 1.1615 2.5426 0.097
H 2.8266 1.1590 -1.1900 0.088
H 1.0822 1.4011 -1.4675 0.104
H 1.6969 -0.1156 -0.7351 0.077
H 1.7783 3.4170 -0.4526 0.132
H 3.2745 2.9892 0.3777 0.139
H 2.0027 4.7997 1.6174 0.149
H 2.1472 3.3435 2.5887 0.123
H 0.1173 4.8561 3.4974 0.118
H 0.2295 3.1182 3.8244 0.100
H -1.2932 3.8040 3.2169 0.085
H -0.0996 5.6352 1.2010 0.117
H -1.4882 4.5574 0.9571 0.072
H -0.1182 4.4738 -0.1512 0.098
C -6.3292 6.5102 -0.5013 -0.023
C -5.3860 5.3678 -0.2776 -0.229
C -5.0642 4.5013 -1.3267 0.000
C -4.2346 3.4169 -1.1292 -0.026
C -3.6923 3.2159 0.1396 -0.314
C -3.9953 4.0563 1.2061 -0.058
C -4.8443 5.1253 0.9855 -0.004
S -2.6861 1.8316 0.3744 0.631
O -1.2809 2.0922 -0.2843 -0.388
O -3.2871 0.6716 -0.1804 -0.208
O -2.2389 1.7824 1.8078 -0.375
H -6.1754 6.9623 -1.4800 0.092
H -6.2181 7.2769 0.2625 0.087
H -7.3597 6.1504 -0.4659 0.104
H -5.4865 4.6744 -2.3081 0.132
H -4.0172 2.7330 -1.9391 0.129
H -3.6048 3.8553 2.1945 0.112
H -5.1035 5.7771 1.8098 0.128
C -1.2886 -6.0703 -0.0565 -0.044
C 0.0944 -5.4853 -0.3701 -0.498
C 0.8661 -6.5728 -1.1412 -0.033
C 0.8218 -5.2271 0.9543 -0.036
C -0.0195 -4.1804 -1.2350 -0.414
O -0.2823 -4.4941 -2.6007 0.010
C 1.1973 -3.2434 -1.1588 -0.123
C 2.5546 -3.7108 -1.6910 -0.126
C 3.5156 -2.5578 -1.5577 -0.228
C 4.1249 -2.3060 -0.3302 -0.030
C 4.8988 -1.1732 -0.1308 -0.117
C 5.0590 -0.2777 -1.1760 -0.693
Cl 5.9024 1.2185 -0.8887 0.686
C 4.5154 -0.5305 -2.4245 -0.106
C 3.7409 -1.6696 -2.6048 -0.020
C -1.2752 -3.3055 -0.9300 -0.010
N -1.0807 -2.2399 0.0525 -0.068
C -0.7829 -0.9793 -0.1977 -0.130
N -0.5654 -0.3503 0.9562 -0.051
C -0.7837 -1.3135 1.9047 -0.137
N -1.0868 -2.4679 1.3827 0.169
H -1.1692 -7.0763 0.3467 0.098
H -1.9069 -6.1488 -0.9530 0.100
H -1.8217 -5.4877 0.6966 0.085
H 1.1004 -7.3897 -0.4588 0.102
H 1.8094 -6.2277 -1.5627 0.078
H 0.2646 -7.0141 -1.9401 0.097
H 0.7988 -6.1386 1.5528 0.099
H 0.3410 -4.4440 1.5398 0.064
H 1.8712 -4.9665 0.8059 0.077
H 0.1567 -5.3172 -2.8373 0.087
H 1.3348 -2.9107 -0.1248 0.109
H 0.9359 -2.3550 -1.7491 0.119
H 2.4628 -4.0171 -2.7343 0.130
H 2.9310 -4.5609 -1.1231 0.108
H 3.9996 -3.0122 0.4837 0.124
H 5.3839 -0.9900 0.8193 0.113
H 4.6877 0.1582 -3.2409 0.116
H 3.3069 -1.8666 -3.5782 0.127
H -2.1311 -3.8920 -0.6168 0.128
H -1.5259 -2.8071 -1.8650 0.147
H -0.7597 -0.5401 -1.1798 0.155
H -0.7294 -1.1429 2.9675 0.134